DFT (ωB97M-V/def2-TZVPD) results for a structure of composition C7H12N2O2 in a non-equilibrium geometry.

XYZ file:
```
23
Properties=species:S:1:pos:R:3:nbo_charge:R:1
C -1.785 -1.737 -1.067 -0.61
C -1.204 -0.316 -1.052 -0.47
C -0.329 0.068 0.002 0.00
C -1.108 0.967 1.037 -0.43
C -2.363 0.278 1.360 -0.62
C 1.764 -0.673 0.139 0.77
C 0.615 1.132 -0.453 0.70
H -3.007 -1.698 -0.718 0.22
H -0.887 -2.329 -0.225 0.19
H -1.834 -2.164 -2.230 0.24
H -0.357 -0.327 -1.786 0.21
H -1.957 0.377 -1.463 0.25
H -0.481 0.934 2.014 0.20
H -0.901 2.166 0.571 0.29
H -2.742 0.753 2.203 0.22
H -3.120 0.442 0.470 0.21
H -2.158 -0.872 1.594 0.21
H 0.209 -2.008 0.969 0.47
H 2.590 1.350 -0.228 0.43
N 0.471 -1.086 0.449 -0.65
N 1.862 0.725 -0.113 -0.63
O 2.834 -1.211 0.540 -0.61
O 0.262 2.159 -0.955 -0.59
```

The spin multiplicity is 1. The calculation puts the total energy at -14524.6390 eV. As for the HOMO energy: -9.801 eV. The energy relative to the best compared isomer or geometry (same formula, charge and spin) comes out at 5.1511 eV. As for the LUMO energy: 0.5 eV.

DFT (ωB97M-V/def2-TZVPD) results for an isolated molecule of C7H12N2O2S2 in a non-equilibrium geometry.

XYZ file:
```
25
Properties=species:S:1:pos:R:3:nbo_charge:R:1
C -0.123 -2.086 0.144 0.67
C 2.229 -0.065 0.157 -0.21
C 3.031 1.267 0.257 -0.61
C -2.532 -0.601 0.618 -0.52
C -1.960 1.972 -0.131 -0.35
C -1.515 -0.350 -0.566 -0.09
C -0.153 -0.708 -0.158 0.07
N 0.856 0.104 -0.323 -0.52
N -1.574 1.040 -1.155 -0.63
O 1.135 -2.418 0.542 -0.73
O -0.965 -2.963 0.065 -0.64
S -3.232 1.094 0.852 0.15
S 4.779 0.960 0.512 0.14
H 2.881 -0.603 -0.507 0.20
H 2.207 -0.524 1.070 0.22
H 2.878 1.875 -0.630 0.23
H 2.646 1.890 1.052 0.23
H -3.261 -1.284 0.232 0.23
H -1.913 -1.154 1.316 0.23
H -0.988 2.238 0.386 0.19
H -2.331 2.885 -0.568 0.22
H -1.789 -1.056 -1.242 0.23
H 1.237 -3.417 0.832 0.51
H -2.260 0.979 -1.864 0.37
H 0.718 0.925 -0.892 0.41
```

The spin multiplicity is 1. The calculation puts the total energy at -36196.1011 eV. As for the HOMO energy (alpha / beta): -8.830 / -6.919 eV. The energy relative to the best compared isomer or geometry (same formula, charge and spin) comes out at 3.1652 eV. As for the LUMO energy (alpha / beta): 0.1 / -2.3 eV.

DFT (ωB97M-V/def2-TZVPD) results for a cluster of 2 separate species, C7H12N2O3 in total in a non-equilibrium geometry.

XYZ file:
```
24
Properties=species:S:1:pos:R:3:nbo_charge:R:1
C -3.217 -0.587 0.968 0.30
C -1.940 1.282 0.069 0.30
C 0.627 -2.271 0.865 -0.26
C 1.414 1.748 1.023 -0.26
C 0.506 -0.302 -2.513 -0.26
C -2.627 0.745 1.221 -0.63
C 0.455 -0.145 -0.056 0.83
N -3.526 -1.683 0.861 -0.32
N -2.424 1.870 -0.889 -0.65
O -0.104 -1.282 0.096 -0.54
O 1.257 0.294 1.026 -0.57
O 1.147 0.212 -1.315 -0.57
H 0.718 -1.801 1.769 0.20
H 1.609 -2.577 0.346 0.19
H -0.032 -3.189 0.848 0.21
H 0.566 2.063 0.370 0.21
H 2.400 2.200 0.896 0.20
H 1.155 1.922 2.088 0.18
H -0.128 0.593 -3.017 0.17
H -0.181 -1.101 -2.157 0.20
H 1.214 -0.681 -3.195 0.19
H -2.024 0.860 2.095 0.26
H -3.464 1.387 1.360 0.26
H -1.739 2.121 -1.637 0.37
```

The spin multiplicity is 1. The calculation puts the total energy at -16569.6304 eV. As for the HOMO energy (alpha / beta): -7.802 / -7.272 eV. The energy relative to the best compared isomer or geometry (same formula, charge and spin) comes out at 7.2252 eV. As for the LUMO energy (alpha / beta): 0.7 / 0.2 eV.

DFT (ωB97M-V/def2-TZVPD) results for an isolated molecule of C7H12N2O6 in a non-equilibrium geometry.

XYZ file:
```
27
Properties=species:S:1:pos:R:3:nbo_charge:R:1
N -1.843 -2.499 -0.831 -0.81
C -1.309 -1.188 -0.559 -0.12
C -2.480 -0.221 -0.568 -0.52
C -2.049 1.183 -0.351 0.81
O -1.554 2.002 -1.136 -0.65
O -2.192 1.520 0.940 -0.65
C -0.553 -1.152 0.775 0.67
O -1.068 -1.602 1.767 -0.62
N 0.684 -0.609 0.859 -0.60
C 1.516 0.178 -0.021 -0.18
C 1.699 1.611 0.682 -0.05
O 0.429 2.346 0.688 -0.77
C 2.869 -0.425 -0.217 0.77
O 3.284 -1.308 0.492 -0.57
O 3.649 0.201 -1.147 -0.68
H -1.137 -3.151 -1.040 0.37
H -2.366 -2.793 -0.046 0.37
H -0.630 -1.028 -1.443 0.20
H -3.002 -0.355 -1.492 0.25
H -3.178 -0.567 0.190 0.25
H -1.724 2.372 0.994 0.51
H 0.994 -0.660 1.809 0.41
H 1.040 0.318 -0.976 0.24
H 2.466 2.296 0.234 0.20
H 1.983 1.383 1.713 0.19
H -0.029 2.371 -0.176 0.50
H 4.503 -0.222 -1.140 0.50
```

The spin multiplicity is 1. The calculation puts the total energy at -22719.5766 eV. As for the HOMO energy: -9.740 eV. The energy relative to the best compared isomer or geometry (same formula, charge and spin) comes out at 0.7520 eV. As for the LUMO energy: 0.5 eV.

DFT (ωB97M-V/def2-TZVPD) results for the ion C7H12N3O with charge +1 in a non-equilibrium geometry.

XYZ file:
```
23
Properties=species:S:1:pos:R:3:nbo_charge:R:1
C 0.329 -0.098 -0.247 -0.33
C 0.100 -0.320 1.087 -0.15
C -0.368 -0.553 -1.432 0.66
C 1.629 0.640 -0.487 -0.41
C 2.224 0.798 1.023 -0.45
C 1.113 0.430 1.964 -0.16
C -2.205 -1.759 -2.413 -0.49
N -2.286 -1.129 -0.016 -0.10
N -1.715 -1.235 -1.131 -0.04
N 0.257 1.670 2.358 -0.70
O -0.081 -0.332 -2.565 -0.49
H 2.299 0.222 -1.211 0.23
H 1.429 1.562 -0.821 0.20
H 2.993 0.009 1.010 0.25
H 2.683 1.830 1.172 0.22
H 1.389 -0.272 2.785 0.26
H -1.486 -2.605 -2.795 0.27
H -3.203 -2.035 -2.256 0.22
H -2.007 -0.984 -3.301 0.31
H -3.278 -1.663 0.009 0.36
H 0.736 2.120 3.133 0.44
H -0.622 1.244 2.450 0.45
H 0.070 2.462 1.684 0.44
```

The spin multiplicity is 1. The calculation puts the total energy at -13958.2538 eV. As for the HOMO energy (alpha / beta): -10.610 / -10.990 eV. The energy relative to the best compared isomer or geometry (same formula, charge and spin) comes out at 7.0186 eV. The charge is +1. As for the LUMO energy (alpha / beta): -5.3 / -5.0 eV.

DFT (ωB97M-V/def2-TZVPD) results for the ion C7H12N3O2S with charge +1 in a non-equilibrium geometry.

XYZ file:
```
25
Properties=species:S:1:pos:R:3:mulliken_spin:R:1
C 1.583 -0.607 2.728 -0.08
C -0.343 0.656 1.931 0.39
C 1.829 -1.051 1.466 0.36
C 0.517 0.257 3.022 0.58
C -0.141 0.038 0.703 0.07
C 0.514 0.667 -3.243 0.00
C -2.306 -0.040 -2.619 0.00
N 0.890 -0.815 0.556 0.28
N 0.258 0.702 4.282 0.42
N 0.437 -0.659 -2.606 0.00
O -0.760 0.301 -0.420 0.02
O -1.252 -2.050 -1.165 0.00
S -0.915 -0.873 -1.878 0.00
H 2.375 -0.685 3.486 -0.01
H -1.021 1.568 1.868 0.01
H 2.692 -1.648 1.118 0.03
H -0.042 1.248 -2.587 0.00
H 1.587 1.035 -3.291 0.00
H 0.069 0.787 -4.247 0.00
H -2.678 0.559 -1.877 0.00
H -1.874 0.588 -3.393 0.00
H -3.049 -0.753 -2.872 0.00
H 1.122 -1.285 -0.393 -0.03
H 0.906 0.579 5.014 -0.01
H -0.397 1.481 4.417 -0.01
```

The spin multiplicity is 3. The calculation puts the total energy at -26841.3442 eV. As for the HOMO energy (alpha / beta): -9.080 / -12.613 eV. The energy relative to the best compared isomer or geometry (same formula, charge and spin) comes out at 1.0646 eV. The charge is +1. As for the expectation value of S²: 2.0243. As for the LUMO energy (alpha / beta): -3.0 / -7.0 eV.